# C6H10

The molecule C6H10 (ωB97M-V/def2-TZVPD, the Open Molecules 2025 dataset).

Element x y z (Å)
1 C 0.36818 -0.58949 -0.50367
2 H 2.51680 -0.82948 -0.48769
3 H -0.28905 -2.00691 1.09831
4 H -1.52023 0.46286 -1.46010
5 H -1.86994 1.97115 0.60743
6 C -0.93686 1.41260 0.74249
7 H 1.97242 0.80619 -0.09127
8 H -0.26145 1.57594 -0.20480
9 C -0.87516 0.32438 -0.60615
10 H 1.92610 0.23431 -1.77637
11 H 0.17331 -1.43984 -1.16685
12 H 0.64048 -0.61310 1.73075
13 C 1.77424 -0.05940 -0.73215
14 H -2.28597 -0.35289 0.96506
15 C -1.26291 -0.04778 0.77469
16 C -0.04953 -0.95077 0.95246

E_HOMO = -8.053 eV
total charge = 0
relative energy (zero: lowest compared OMol25 entry of this formula, charge and spin) = 89.1 kcal per mole
SMILES = C[C@H]1C[C@H]2C[C@H]21
energy = -234.46046 Ha
multiplicity = 1
molecular weight = 82.15 Da

=====

# H2N4O5

A cluster of 2 separate species, H2N4O5 in total (ωB97M-V/def2-TZVPD, the Open Molecules 2025 dataset).

Element x y z (Å)
1 O -1.66827 0.00640 -1.41088
2 O 1.32619 -1.23814 -0.39191
3 O -0.40667 2.40501 2.84955
4 H -1.78644 0.32577 -0.37397
5 H 1.79718 -0.62122 0.36366
6 N 1.48009 1.61020 1.95850
7 N -0.54455 -0.65385 -1.46876
8 O 2.34189 1.00353 1.42750
9 O -0.17521 0.22705 0.47478
10 N 0.53369 1.73201 2.57477
11 N 0.17790 -0.56334 -0.49706

E_HOMO = -10.172 eV
total charge = 0
relative energy (zero: lowest compared OMol25 entry of this formula, charge and spin) = 6.9 kcal per mole
SMILES = [O-]/[N+](O)=N\O.O=NN=O
energy = -596.04041 Ha
multiplicity = 1
molecular weight = 138.04 Da

=====

# C37H39N6O11STi

A structure of composition C37H39N6O11STi (ωB97M-V/def2-TZVPD, the Open Molecules 2025 dataset).

Element x y z (Å)
1 H 3.80823 -5.27678 -2.63521
2 O -3.62367 -1.88634 -0.06994
3 H 0.30345 -6.04373 -0.30563
4 C 1.72508 4.00171 2.65177
5 H -2.11709 -4.68622 -2.57195
6 H -2.94706 -3.49119 0.93787
7 H 1.88269 -3.02684 4.12039
8 O 0.09785 -0.41629 -2.64102
9 C -2.47662 1.92278 -0.65365
10 H 2.94651 6.78013 1.15550
11 H -4.56124 3.92450 -2.46935
12 O 1.69074 -2.91783 2.04172
13 C 1.09663 -1.10068 0.45413
14 Ti -1.18757 -1.11190 -1.43646
15 C 0.65254 -0.24820 3.37136
16 H -3.68068 2.43011 -4.24565
17 H -0.13937 4.10745 -0.17283
18 C 3.46703 -1.62687 1.31063
19 N 1.60944 -1.81728 -0.75469
20 N 0.87973 -4.08148 -0.42757
21 C 2.79104 3.47902 4.70061
22 C -4.63484 4.80185 -0.12189
23 O -1.48963 -3.00361 -1.28804
24 H 0.22412 -2.80475 3.53034
25 H -5.49235 -1.97306 -0.99313
26 H 2.62203 4.46730 5.13417
27 H 4.60458 1.22451 -0.17696
28 H 3.26774 5.39680 3.17129
29 H -4.37309 -3.82135 -0.09346
30 O -3.68097 3.79149 0.11321
31 C -4.53620 -1.46693 -1.10331
32 C 3.80577 0.56494 0.14410
33 H -4.65478 -0.39448 -0.96949
34 C 2.33084 5.90194 1.30543
35 C -3.37370 2.96551 -0.94893
36 C -3.99863 -1.71217 -2.51193
37 H 0.67563 0.34785 4.28441
38 C 2.97483 -4.95096 -2.02399
39 H 2.33868 -0.06420 -3.71089
40 C -3.85972 3.13761 -2.22448
41 H -1.48890 -0.32674 3.52852
42 C 1.18729 -3.26877 3.31338
43 H 2.41378 2.11651 -0.24655
44 H 5.26531 -0.93970 0.54863
45 H -2.23341 0.59358 -3.70485
46 C 0.76210 3.61887 1.70698
47 C 2.01033 -1.56642 1.72128
48 C 2.50704 5.12390 2.45165
49 C 2.03169 -0.97201 -4.23128
50 H 1.05866 -4.35168 3.27732
51 O 0.08762 -2.62503 -3.67144
52 O -2.74866 -1.44906 -2.64479
53 C -3.43214 -3.27899 -0.01229
54 C -3.37804 2.27774 -3.21382
55 C -0.65886 -0.54768 2.86713
56 C 1.74029 -3.20145 -0.92283
57 N -1.86163 2.06235 0.62890
58 C 0.59528 4.40195 0.57203
59 O -4.77194 -2.10624 -3.37052
60 C -2.10397 0.92999 -1.56680
61 H 2.57169 -1.83948 -3.85357
62 C 4.21133 -0.70076 0.66725
63 H -4.76627 5.33051 0.81964
64 H -2.24433 2.78037 1.21879
65 H 3.95186 -2.55012 1.61562
66 C 1.30514 0.41822 0.22658
67 S 0.29829 -1.21719 -3.92219
68 H -5.59259 4.37970 -0.43659
69 C -1.01403 -1.05579 1.63358
70 H 2.16570 -0.86235 -5.30502
71 C 2.05830 -5.86965 -1.52666
72 H -4.29321 5.50786 -0.88327
73 C -0.54575 1.79914 0.83440
74 H 0.46213 1.83135 2.60494
75 H 3.79912 3.43913 4.28258
76 H -2.08259 -1.20111 1.51390
77 H 2.69690 2.72672 5.47699
78 N 0.00386 2.47106 1.96971
79 C -2.46727 -3.66198 -1.10403
80 H 3.54027 -2.88962 -2.07745
81 C 1.04361 -5.36766 -0.73188
82 O -2.74856 -4.69574 -1.82598
83 N -0.33837 -1.33907 0.52184
84 O -0.40673 -0.64172 -5.03317
85 H 1.23405 6.13066 -0.52490
86 C 2.50716 1.07295 0.03722
87 C 2.82443 -3.62026 -1.71876
88 C 1.37487 5.54025 0.37317
89 N 0.10113 1.03437 0.07002
90 H 2.13211 -6.92730 -1.74423
91 H 2.75585 -0.26775 3.35577
92 O 1.81729 3.17020 3.72763
93 C 1.84816 -0.62820 2.88422
94 H 2.39176 -1.33585 -1.16495
95 C -2.54507 1.22561 -2.88831

E_HOMO (spin up / spin down) = -3.919 / -4.206 eV
total charge = -1
⟨S²⟩ = 2.046
relative energy (zero: lowest compared OMol25 entry of this formula, charge and spin) = 63.5 kcal per mole
energy = -3837.20192 Ha
multiplicity = 3
molecular weight = 823.68 Da

=====

# C3H6MnO4

A structure of composition C3H6MnO4 (ωB97M-V/def2-TZVPD, the Open Molecules 2025 dataset).

Element x y z (Å)
1 C -0.25422 -1.18552 0.56045
2 H 0.44520 -1.55490 -1.46108
3 O -1.46526 -0.92499 -0.11097
4 C 0.84570 -1.50183 -0.44216
5 H 2.73179 -0.82076 -0.50598
6 H -0.42905 -2.05720 1.20712
7 C -2.09791 0.30365 0.06641
8 O -1.43848 1.34325 -0.14908
9 O -3.26998 0.20099 0.45077
10 H 1.33200 -2.45637 -0.20762
11 Mn 1.47978 1.46150 -0.40963
12 O 1.83964 -0.46094 -0.43418
13 H 0.15816 2.56942 -0.77233
14 H 0.03879 -0.34202 1.20156

E_HOMO (spin up / spin down) = -7.678 / -7.700 eV
total charge = 0
⟨S²⟩ = 8.783
energy = -1569.72528 Ha
multiplicity = 6
molecular weight = 161.01 Da

=====

# C52H71N5O18S4

A cluster of 10 separate species, C52H71N5O18S4 in total (ωB97M-V/def2-TZVPD, the Open Molecules 2025 dataset).

Element x y z (Å)
1 C 5.03367 -0.80083 2.71795
2 C -0.44759 0.86460 0.57602
3 H -5.55231 2.38068 -1.03534
4 H 3.40230 -1.21085 -3.39300
5 N 5.73520 0.01708 -3.72319
6 H -4.87089 0.37755 0.03207
7 H -2.43367 0.18146 -2.99142
8 C 0.61443 -3.93475 -4.20941
9 C 5.15724 1.30584 1.53173
10 H -3.26367 -6.31064 -1.34625
11 H 2.30462 -2.48382 2.38692
12 H 1.54383 -5.15800 -2.62411
13 H 0.79958 -1.64287 -2.03195
14 C 2.67168 4.38141 0.40651
15 H 1.17277 4.26994 3.47210
16 H 5.06495 1.87363 0.61867
17 H -0.18131 -5.35193 -2.87143
18 C -1.09656 -4.70060 -7.64224
19 H -3.84889 3.62069 1.65778
20 C 1.26139 -2.77313 2.53185
21 H -4.73070 6.83620 -0.53645
22 C 1.85773 4.65385 -0.66537
23 H -2.32600 -6.49333 -7.63516
24 H -2.93847 6.52698 1.33543
25 C -0.94986 -4.64510 -6.11086
26 C 4.08182 -3.23455 -3.07789
27 H -3.81381 4.84783 2.89555
28 H -0.10308 -0.75209 4.93642
29 O 4.78153 0.77306 -3.63327
30 C -2.13009 -5.17587 1.84185
31 H -1.39665 -2.01276 -0.90378
32 H -2.55059 0.70656 -1.28879
33 H 5.01790 -5.13513 -2.80728
34 H 1.48465 -3.28922 -4.01968
35 C 0.91321 5.65256 -0.60113
36 H -1.24368 3.67865 3.71546
37 C -0.72530 4.19253 4.51540
38 H 1.71462 6.98826 2.37930
39 H -1.43378 -4.50543 2.33251
40 C 5.49482 1.92713 2.73038
41 H 0.54849 -0.66028 2.51189
42 C 5.52294 -1.40491 -3.57801
43 H 0.91907 -3.35841 1.68335
44 C -4.68892 5.74230 -0.46326
45 N 4.66684 -0.76266 0.30026
46 H -1.79027 5.14757 1.17460
47 O -3.56548 -1.81087 -0.88202
48 H -1.04588 -5.68619 -5.76459
49 H 3.13715 4.95514 2.41327
50 O -0.30304 2.83556 1.74763
51 C 5.24410 -0.14034 3.92521
52 C -2.82189 5.47692 1.05041
53 H -2.23913 -0.34374 0.59291
54 O 2.83023 -4.04728 4.23952
55 O 1.41230 4.25007 -2.87442
56 C 6.60765 -2.27205 -3.63548
57 H 1.32150 1.98036 0.16809
58 C -0.75663 -1.17212 -0.68065
59 O 2.55488 2.78394 -1.78632
60 O -0.94975 -4.32534 -0.39842
61 N -1.50860 6.08246 7.63539
62 O 4.40917 -1.95218 0.35445
63 H -6.21964 -0.37089 -0.61687
64 H 3.46230 3.65167 0.31886
65 C -4.18818 -5.64478 0.60901
66 C 5.49719 1.21765 3.92622
67 C 4.23696 -1.89675 -3.41093
68 H -2.49617 -5.55760 -9.13331
69 C -3.86486 4.69780 1.81768
70 C 4.94602 -0.05733 1.56077
71 C -5.35790 1.51373 -1.67772
72 H 1.06332 -5.02360 -5.93759
73 C -3.99347 1.72913 -2.38871
74 H -3.18489 -5.01794 -7.59906
75 H -5.23727 5.48719 -1.37055
76 H 1.33081 -2.86122 6.07387
77 C 0.83547 1.02078 0.07456
78 C 0.76672 -5.23246 -3.38970
79 S -4.19283 -0.86447 -1.77085
80 H -0.18631 -5.08252 -8.10612
81 C 0.45281 -4.14643 -5.70002
82 H 3.08402 -3.56283 -2.81375
83 H -0.26730 -3.20021 5.36565
84 H 5.00609 -1.88087 2.67018
85 H 7.59606 -1.84314 -3.73421
86 C 0.46813 -1.61212 3.02568
87 C -1.45240 4.85504 5.50895
88 H -2.48701 4.56682 5.64818
89 O 0.50216 -4.97765 3.73687
90 N 1.99538 3.86053 -1.88317
91 H 1.10548 -6.09099 -3.97014
92 H -5.21579 -5.39967 0.34684
93 H 2.27805 0.19954 -1.24736
94 O 4.57970 -0.08703 -0.70520
95 C 5.15791 -4.10631 -3.11167
96 H 0.34116 5.85643 -1.49792
97 C 2.55339 5.17472 1.52501
98 H 0.69887 -3.30153 -6.34418
99 H 5.73869 1.76535 4.82878
100 S -1.62228 -5.47987 0.15557
101 H 2.34090 5.40541 5.24351
102 O -4.79946 -1.37409 -2.97172
103 H 7.24740 -4.29876 -3.64060
104 C 0.67600 -1.41003 4.55580
105 H -3.29894 -4.57880 -1.10632
106 C 0.71786 -2.77234 5.17896
107 O -2.55187 5.52368 7.90749
108 N -1.04994 1.96034 1.31909
109 C -3.11081 0.48975 -2.20235
110 C 0.54263 -1.03491 -1.17150
111 C -3.27421 -5.53740 -0.58304
112 S -5.43196 5.22620 1.11155
113 O -5.94054 6.36496 1.81196
114 S 1.42991 -3.89082 3.95373
115 H 5.77786 2.97062 2.66039
116 O 6.85395 0.45654 -3.94914
117 H -0.61098 -1.82832 2.95890
118 O -6.22873 4.05763 0.84571
119 H -4.15648 -6.64508 1.05009
120 H -2.14989 -6.11695 2.39164
121 C 1.25864 5.38076 5.26717
122 H -1.80918 -4.11437 -5.69062
123 C 0.59670 4.55883 4.34053
124 C -3.22113 5.31879 -0.41606
125 H 1.00841 6.44485 7.14319
126 C -1.22662 -0.22867 0.22247
127 C -2.30760 -5.48580 -8.06523
128 C 1.71268 6.27060 1.57133
129 C 1.30580 0.05627 -0.79047
130 H -4.07128 -4.83233 2.67955
131 H -3.64201 -3.67385 1.45173
132 C -0.79623 5.61884 6.44693
133 H 0.31484 7.42082 0.37740
134 H -3.14688 4.28529 -0.76065
135 C 0.54642 5.94065 6.30354
136 O -0.96815 -6.75996 0.05705
137 H -6.26828 1.67430 -2.27054
138 C 6.40136 -3.63272 -3.53343
139 H -1.27495 -3.65402 -7.91641
140 H -0.18822 -3.31978 -3.78521
141 O -1.00496 6.97715 8.28926
142 H 5.39786 -0.80892 4.76317
143 C -3.61652 -4.74149 1.69410
144 C 0.89599 6.51339 0.48342
145 O -2.23937 1.93753 1.52032
146 H 1.60745 -0.85731 4.70165
147 H -2.58020 5.92493 -1.05664
148 C -5.35227 0.19942 -0.94534
149 H -3.54374 2.62520 -1.97189
150 H -4.07738 1.93219 -3.45781

E_HOMO = -9.837 eV
total charge = 0
SMILES = O=[N+]([O-])c1ccccc1.O=[N+]([O-])c1ccccc1.O=[N+]([O-])c1ccccc1.O=[N+]([O-])c1ccccc1.O=[N+]([O-])c1ccccc1.O=S1(=O)CCCC1.O=S1(=O)CCCC1.O=S1(=O)CCCC1.O=S1(=O)CCCC1.CCCCCC
energy = -5244.34148 Ha
multiplicity = 1
molecular weight = 1182.43 Da

=====

# C14H30F12O17S9Zn2

A structure of composition C14H30F12O17S9Zn2 (ωB97M-V/def2-TZVPD, the Open Molecules 2025 dataset).

Element x y z (Å)
1 C 5.17100 -1.82797 2.56204
2 H 5.71444 -2.29727 1.74196
3 O -5.64028 -0.00880 2.95587
4 H -0.00891 3.36422 -1.47742
5 C 0.16847 0.79270 0.77327
6 H 2.89369 3.85730 6.52056
7 H 1.09566 5.74664 -1.94129
8 C -3.83418 3.73236 0.21141
9 O -0.26127 0.77415 -1.96562
10 F 1.16411 1.62526 0.37028
11 Zn 0.59484 -3.24401 -1.26820
12 F -1.97429 -0.94677 3.54946
13 H -0.20125 0.85884 5.04296
14 H -1.02639 4.70194 -1.14215
15 O -1.10895 5.93013 -3.81860
16 C 3.88110 -0.43836 -1.72108
17 O -3.01007 -5.18128 -0.29461
18 H -1.77407 3.38693 -2.03453
19 H 1.62836 5.86947 -3.69575
20 F -0.92094 1.41680 1.28735
21 H 1.78587 -1.24498 3.75602
22 O -6.03087 2.86772 -1.33589
23 H 2.85122 -0.08142 -1.71630
24 H 5.99706 -2.49508 -1.93144
25 C 0.38573 1.76204 4.87625
26 O -4.40504 1.11310 -0.64323
27 H 3.51198 2.96918 5.07410
28 C -3.46091 -4.78308 -3.04101
29 C -0.75446 -3.29630 -5.52019
30 F 0.61060 -0.07099 1.61375
31 O 0.07537 -1.37472 -0.93088
32 H 3.32912 -1.56389 4.50121
33 F -4.84513 -4.86880 -2.71262
34 H 5.65081 -0.91666 2.91900
35 O 0.72435 2.22137 7.46821
36 F -4.31414 4.55453 1.12952
37 H -0.42999 -0.59301 -5.51773
38 H -1.58339 -2.59052 -5.46687
39 H 4.17763 -0.14688 -0.71350
40 F -2.66288 3.22113 0.67061
41 S -2.75281 -4.06446 -1.27603
42 H -0.26257 2.62893 4.74853
43 O 2.75603 -2.74495 1.80951
44 Zn -3.90127 -0.88796 -0.69060
45 H 1.99139 3.89564 5.08734
46 H 5.14634 -2.47466 3.43913
47 S 3.45529 -1.39553 2.07717
48 H 2.89004 0.14018 3.86979
49 F -3.52451 4.50543 -0.83006
50 O -4.76785 -2.39229 2.89074
51 H -1.14602 -4.25250 -5.17310
52 S 1.56130 1.80844 6.26192
53 O -4.02790 -0.69788 1.24763
54 O -1.96460 -0.25595 -0.45593
55 H 0.78340 1.49262 3.89779
56 S 3.56888 -2.26918 -1.99098
57 F -2.91621 -5.91789 -3.44256
58 C 1.26257 5.23445 -2.88887
59 H -0.41450 -3.41381 -6.54912
60 C 5.17576 -2.94470 -1.37339
61 S -0.58658 -0.08162 -0.79775
62 H 4.62143 -0.05381 -2.42260
63 C 2.63511 3.23272 5.66550
64 S -0.36718 4.56395 -3.56245
65 C 0.59710 -0.93001 -5.37769
66 H 1.06068 -0.27774 -4.63760
67 S 0.73053 -2.56874 -4.64515
68 S -4.51452 -0.90989 2.66134
69 F -3.44972 -0.86767 5.17160
70 O -5.82311 2.01675 0.97260
71 O -3.41720 -2.75735 -1.04437
72 O 0.65771 -2.56322 -3.08079
73 F -3.20787 0.89765 4.10672
74 C -3.17396 -0.45100 3.95881
75 H 2.06343 4.52813 -2.67014
76 F -3.33067 -3.88582 -4.02488
77 H 5.21563 -2.63894 -0.32792
78 H 5.25872 -4.02653 -1.47758
79 S -5.13342 2.32727 -0.32419
80 O 2.41819 -2.61542 -1.02443
81 O -1.29852 -3.82108 -1.37740
82 C 2.83303 -0.94235 3.75577
83 H 0.97583 -0.89698 -6.39924
84 C -0.84139 3.93274 -1.89197

E_HOMO = -8.472 eV
total charge = 0
relative energy (zero: lowest compared OMol25 entry of this formula, charge and spin) = 0.0 kcal per mole
energy = -10171.01213 Ha
multiplicity = 1
molecular weight = 1117.74 Da

=====

# C16H17N

A cluster of 2 separate species, C16H17N in total (ωB97M-V/def2-TZVPD, the Open Molecules 2025 dataset).

Element x y z (Å)
1 H 4.60330 -0.78240 0.95709
2 H -1.01872 2.53127 -2.17817
3 H -0.57324 0.16199 3.88475
4 C -0.81208 0.95225 3.17546
5 H -2.91844 -0.81748 3.20115
6 C 1.22794 -0.23355 -2.47166
7 C -2.22630 0.79921 -2.09400
8 C 2.47053 0.33863 -2.32478
9 C -1.37314 1.75608 -1.50747
10 H 0.43425 0.10447 -3.10894
11 C 0.75275 -1.09870 -1.46681
12 H -3.47576 -0.92719 -1.79050
13 H 3.04196 -0.91432 1.83653
14 H -3.71949 -1.69468 0.92120
15 C 3.21980 0.02384 -1.18400
16 H 4.08930 0.64426 -0.99414
17 C -2.81580 -0.19811 -1.34038
18 C -1.65961 0.74935 0.63210
19 H -1.23349 1.80757 3.70746
20 C 2.85293 -0.94122 -0.26674
21 N -3.11147 -0.90535 1.03216
22 C -1.17892 1.81790 -0.15040
23 C 3.63742 -1.21100 0.98168
24 C -1.66461 0.48940 2.04152
25 H 3.86686 -2.27749 1.09660
26 H 0.16567 1.36540 2.89756
27 H 1.20446 -2.26493 0.22011
28 H -0.69021 2.66036 0.32364
29 C -2.57891 -0.13941 0.03045
30 C 1.57215 -1.49492 -0.43601
31 H 2.92600 1.01755 -3.03219
32 C -2.59522 -0.49433 2.23174
33 H -2.21748 0.74360 -3.17606
34 H -0.20244 -1.56805 -1.64897

E_HOMO = -7.757 eV
total charge = 0
relative energy (zero: lowest compared OMol25 entry of this formula, charge and spin) = 17.7 kcal per mole
SMILES = Cc1c[nH]c2ccccc12.Cc1ccccc1
energy = -674.62848 Ha
multiplicity = 1
molecular weight = 223.32 Da